No. 1
The following is a DFT calculation (ωB97M-V/def2-TZVPD) of 2 unconnected molecules or ions with the total composition C6H13NOSi.

Geometry as ORCA input:
```
! wB97M-V def2-TZVPD RIJCOSX def2/J DEFGRID3
* xyz 0 1
C 1.612 -2.335 -0.246
C 0.360 -1.545 0.008
C 0.306 -0.576 0.878
Si -1.365 0.502 0.929
C -2.438 0.094 -0.636
C -0.932 2.365 0.801
H 1.273 -3.340 0.011
H 1.805 -2.195 -1.326
H 2.508 -1.966 0.332
H -0.472 -1.818 -0.594
H 1.143 -0.355 1.469
H -2.099 -0.156 2.017
H -3.324 0.812 -0.421
H -2.020 0.422 -1.605
H -2.603 -0.957 -0.714
H -1.023 2.662 -0.199
H -1.693 3.062 1.198
H 0.037 2.620 1.209
N 1.657 0.706 -1.254
C 2.437 0.851 -0.355
O 3.046 1.018 0.593
H 1.786 0.130 -2.094
*
```

Summary:
- SMILES string = C/C=C/[SiH](C)C.N=C=O
- largest force on an atom (eV Å⁻¹) = 3.9
- highest occupied orbital energy (eV) = -9.11
- frontier orbital gap (Eh) = 0.3626
- relative energy (zero: lowest compared OMol25 entry of this formula, charge and spin) (kJ/mol) = 324.0

---

No. 2
The following is a DFT calculation (ωB97M-V/def2-TZVPD) of a single C5H7FO2S molecule.

Geometry as ORCA input:
```
! wB97M-V def2-TZVPD RIJCOSX def2/J DEFGRID3
* xyz 0 1
C -2.377 -1.217 0.642
C -1.836 -0.268 -0.140
C -0.624 0.451 0.366
C 0.175 1.471 -0.444
C 0.829 0.124 -0.717
S 2.385 -0.160 0.076
O 2.396 -0.269 1.476
O 3.420 0.619 -0.541
F 2.784 -1.704 -0.434
H -3.298 -1.742 0.508
H -1.844 -1.428 1.595
H -2.276 0.087 -1.081
H -0.485 0.169 1.388
H -0.450 1.974 -1.152
H 0.697 2.276 0.107
H 0.504 -0.383 -1.648
*
```

Summary:
- SMILES string = C=C[C@@H]1C[C@H]1S(=O)(=O)F
- largest force on an atom (eV Å⁻¹) = 3.8
- highest occupied orbital energy (eV) = -9.41
- frontier orbital gap (Eh) = 0.3611
- relative energy (zero: lowest compared OMol25 entry of this formula, charge and spin) (kJ/mol) = 114.6

---

No. 3
The following is a DFT calculation (ωB97M-V/def2-TZVPD) of a molecular structure, C22H40BO2PYb.

Geometry as ORCA input:
```
! wB97M-V def2-TZVPD RIJCOSX def2/J DEFGRID3
* xyz 2 1
C 0.828 0.856 1.901
C 1.646 0.637 0.770
P 1.723 -0.922 -0.240
C 0.660 -2.404 0.227
C -0.726 -2.028 0.892
C -1.851 -2.812 0.074
C -3.195 -2.967 0.864
C -3.711 -1.645 1.537
C -3.977 -0.548 0.438
C -4.792 0.620 1.126
C -5.312 1.710 0.125
C 0.478 -0.260 -1.587
C 0.232 1.297 -1.611
C 1.119 2.179 -2.443
C 0.903 3.664 -2.565
C -0.179 4.320 -1.869
C -1.048 3.462 -1.012
C -2.199 4.206 -0.271
C -0.846 2.005 -0.908
C 3.061 -1.538 1.005
C 4.395 -0.704 1.022
C 4.771 -0.335 2.526
O 5.520 -1.460 0.532
B 2.997 -1.228 -1.695
C 3.372 -2.751 -2.037
O 3.618 -0.179 -2.425
H -0.256 1.083 1.784
H 1.213 0.800 2.952
H 2.324 1.487 0.504
H 1.198 -3.084 0.923
H 0.484 -2.979 -0.722
H -0.976 -0.946 0.772
H -0.783 -2.402 1.938
H -1.437 -3.853 -0.057
H -1.984 -2.413 -0.962
H -3.976 -3.259 0.106
H -3.180 -3.824 1.591
H -4.717 -1.880 1.982
H -3.058 -1.300 2.374
H -3.011 -0.188 -0.019
H -4.574 -0.955 -0.425
H -5.641 0.119 1.661
H -4.099 1.068 1.892
H -5.724 2.560 0.735
H -6.163 1.262 -0.443
H -4.504 2.117 -0.528
H -0.529 -0.754 -1.561
H 0.896 -0.501 -2.607
H 1.954 1.771 -3.047
H 1.556 4.285 -3.226
H -0.378 5.408 -1.966
H -2.879 4.624 -1.064
H -1.812 5.094 0.287
H -2.828 3.531 0.357
H -1.545 1.418 -0.266
H 3.349 -2.605 0.795
H 2.664 -1.542 2.058
H 4.347 0.282 0.485
H 5.677 0.329 2.438
H 5.084 -1.239 3.093
H 3.980 0.277 3.025
H 6.127 -0.872 0.056
H 2.771 -3.460 -1.411
H 3.284 -2.982 -3.125
H 4.450 -2.895 -1.736
H 3.139 -0.108 -3.269
Yb 2.073 3.352 0.252
*
```

Summary:
- largest force on an atom (eV Å⁻¹) = 4.1
- highest occupied orbital energy (eV) = -13.63
- frontier orbital gap (Eh) = 0.1954
- relative energy (zero: lowest compared OMol25 entry of this formula, charge and spin) (kJ/mol) = 0.0

---

No. 4
The following is a DFT calculation (ωB97M-V/def2-TZVPD) of a molecular structure, C30H38HfN8O4S6Se.

Geometry as ORCA input:
```
! wB97M-V def2-TZVPD RIJCOSX def2/J DEFGRID3
* xyz 2 1
Hf -0.317 0.070 -0.384
C 1.531 4.801 1.770
C 0.357 4.312 2.611
S -0.251 2.659 2.166
C -1.874 2.976 1.425
C -1.881 3.683 0.076
S -0.966 2.799 -1.221
C 0.169 4.047 -1.886
C 1.396 4.409 -1.062
S 1.096 5.655 0.230
H 2.209 3.980 1.534
H 2.101 5.527 2.353
H -0.479 5.010 2.568
H 0.661 4.244 3.656
H -2.465 3.571 2.124
H -2.341 1.994 1.366
H -1.422 4.667 0.152
H -2.909 3.808 -0.271
H -0.449 4.922 -2.094
H 0.477 3.640 -2.848
H 2.130 4.842 -1.743
H 1.848 3.526 -0.611
O -0.913 -0.050 1.675
C -0.347 -1.167 1.937
C -0.503 -2.024 3.149
C 0.446 -3.181 2.825
C 1.038 -2.834 1.462
O 1.889 -3.440 0.869
N 0.468 -1.627 1.016
H -1.549 -2.318 3.251
H -0.234 -1.464 4.046
H -0.058 -4.143 2.749
H 1.257 -3.294 3.546
N -7.903 -0.584 -3.969
C -6.720 -0.572 -3.325
C -6.028 -1.777 -3.077
C -4.825 -1.766 -2.420
C -4.291 -0.548 -1.988
C -4.953 0.659 -2.229
C -6.159 0.644 -2.880
S -2.736 -0.539 -1.294
O -2.531 0.664 -0.448
O -2.430 -1.735 -0.524
N -1.491 -0.314 -2.313
C -0.739 -1.442 -2.587
S -0.926 -2.649 -3.773
C 0.446 -3.466 -3.116
C 0.959 -2.787 -2.066
N 0.289 -1.617 -1.790
H -8.315 -1.443 -4.285
H -8.408 0.266 -4.146
H -6.461 -2.715 -3.397
H -4.308 -2.694 -2.211
H -4.521 1.592 -1.894
H -6.690 1.571 -3.054
H 0.792 -4.397 -3.532
H 1.799 -3.078 -1.457
S 1.228 1.086 -2.901
C 2.621 0.257 -3.398
N 2.851 -0.063 -4.672
C 4.153 -0.698 -4.875
C 4.745 -0.696 -3.447
N 3.647 -0.145 -2.651
H 2.212 0.194 -5.403
H 4.761 -0.127 -5.573
H 4.030 -1.708 -5.264
H 5.627 -0.061 -3.373
H 5.006 -1.698 -3.111
H 3.693 0.070 -1.669
C 4.426 -1.095 1.695
N 3.355 -0.437 2.426
C 2.422 0.390 1.944
Se 2.187 0.966 0.158
N 1.611 0.755 2.944
C 1.999 0.123 4.120
C 1.487 0.153 5.410
C 2.144 -0.621 6.349
C 3.269 -1.387 6.016
C 3.782 -1.409 4.733
C 3.117 -0.636 3.789
H 4.359 -0.811 0.651
H 4.306 -2.174 1.776
H 5.388 -0.788 2.103
H 0.800 1.345 2.799
H 0.623 0.750 5.669
H 1.786 -0.631 7.369
H 3.751 -1.972 6.788
H 4.651 -2.000 4.481
*
```

Summary:
- largest force on an atom (eV Å⁻¹) = 2.4
- highest occupied orbital energy (eV) = -12.78
- frontier orbital gap (Eh) = 0.3003
- relative energy (zero: lowest compared OMol25 entry of this formula, charge and spin) (kJ/mol) = 118.1

---

No. 5
The following is a DFT calculation (ωB97M-V/def2-TZVPD) of a gas-phase ion, C5H12NO (charge +1).

Geometry as ORCA input:
```
! wB97M-V def2-TZVPD RIJCOSX def2/J DEFGRID3
* xyz 1 1
C -1.300 -2.116 -0.161
C -1.584 -0.728 -0.068
C -0.448 0.575 -0.054
C -1.059 1.877 0.083
N 0.866 0.296 -0.527
C 1.916 0.133 0.611
O 3.026 -0.305 0.012
H -0.806 -2.416 0.781
H -2.231 -2.706 0.074
H -0.647 -2.541 -0.903
H -2.431 -0.268 0.441
H -0.981 2.178 1.149
H -2.087 1.746 -0.212
H -0.584 2.670 -0.519
H 0.758 -0.613 -1.212
H 1.254 1.060 -1.134
H 1.999 1.169 1.034
H 1.351 -0.666 1.268
H 3.692 -0.826 0.496
*
```

Summary:
- SMILES string = C/C=C(/C)[NH2+]CO
- largest force on an atom (eV Å⁻¹) = 9.2
- highest occupied orbital energy (alpha / beta) (eV) = -12.55 / -12.42
- frontier orbital gap (alpha / beta) (Eh) = 0.3186 / 0.3069
- relative energy (zero: lowest compared OMol25 entry of this formula, charge and spin) (kJ/mol) = 430.0

---

No. 6
The following is a DFT calculation (ωB97M-V/def2-TZVPD) of a single C2H2N2O2S molecule.

Geometry as ORCA input:
```
! wB97M-V def2-TZVPD RIJCOSX def2/J DEFGRID3
* xyz 0 3
C 1.573 -1.137 -0.019
C -0.292 -0.058 -0.312
N 0.465 0.897 0.224
N -1.658 -0.050 -0.013
O -2.250 -1.085 0.198
O -2.166 1.064 -0.126
S 2.080 0.451 0.013
H 2.162 -1.827 -0.611
H 0.086 1.744 0.647
*
```

Summary:
- largest force on an atom (eV Å⁻¹) = 3.0
- highest occupied orbital energy (alpha / beta) (eV) = -7.11 / -10.57
- frontier orbital gap (alpha / beta) (Eh) = 0.2126 / 0.3061
- ⟨S²⟩ = 2.029
- relative energy (zero: lowest compared OMol25 entry of this formula, charge and spin) (kJ/mol) = 503.2

---

No. 7
The following is a DFT calculation (ωB97M-V/def2-TZVPD) of 10 unconnected molecules or ions with the total composition C35H36BF9O28.

Geometry as ORCA input:
```
! wB97M-V def2-TZVPD RIJCOSX def2/J DEFGRID3
* xyz 0 1
O -0.126 4.462 -1.908
C 0.464 4.451 -0.879
O 1.518 5.261 -0.583
C 1.848 5.028 0.785
C 1.298 3.651 1.017
F 0.874 3.500 2.297
O 0.173 3.611 0.161
H 1.364 5.782 1.410
H 2.925 5.079 0.943
H 1.985 2.841 0.759
O 2.521 0.858 3.389
C 1.669 0.768 4.214
O 1.316 -0.393 4.828
C 0.363 -0.057 5.833
C -0.189 1.243 5.325
F -0.548 2.056 6.347
O 0.918 1.816 4.655
H 0.871 0.050 6.795
H -0.401 -0.828 5.924
H -1.025 1.137 4.628
O 7.491 -0.107 0.465
C 6.617 -0.797 0.889
O 5.840 -1.603 0.120
C 5.013 -2.356 1.011
C 4.990 -1.485 2.227
F 4.889 -2.227 3.360
O 6.266 -0.865 2.204
H 5.472 -3.331 1.194
H 4.013 -2.506 0.602
H 4.209 -0.721 2.216
O -4.303 1.246 0.948
C -3.859 2.126 1.614
O -4.308 3.409 1.586
C -3.613 4.114 2.613
C -2.376 3.287 2.785
F -1.937 3.320 4.072
O -2.828 1.977 2.495
H -4.230 4.142 3.515
H -3.391 5.134 2.308
H -1.559 3.551 2.111
O 10.318 1.810 -4.771
C 9.471 1.714 -3.944
O 9.122 0.548 -3.337
C 8.174 0.877 -2.322
C 7.619 2.180 -2.817
F 7.264 2.986 -1.785
O 8.720 2.760 -3.488
H 8.686 0.975 -1.364
H 7.411 0.105 -2.233
H 6.779 2.079 -3.509
O -1.646 6.358 1.615
C -1.201 7.241 2.278
O -1.653 8.520 2.247
C -0.961 9.231 3.272
C 0.279 8.406 3.447
F 0.717 8.443 4.726
O -0.170 7.094 3.158
H -1.577 9.259 4.174
H -0.744 10.253 2.964
H 1.096 8.671 2.771
O 2.194 -2.721 0.657
C 1.480 -3.567 1.098
O 0.215 -3.343 1.527
C -0.345 -4.615 1.845
C 0.879 -5.442 2.110
F 0.684 -6.735 1.759
O 1.838 -4.874 1.239
H -0.926 -4.979 0.995
H -0.999 -4.550 2.714
H 1.244 -5.391 3.139
O -7.588 -4.028 -2.165
C -6.538 -3.940 -2.707
O -5.743 -2.834 -2.665
C -4.524 -3.177 -3.321
C -4.944 -4.313 -4.205
F -3.934 -5.204 -4.375
O -5.974 -4.932 -3.460
H -3.783 -3.478 -2.576
H -4.131 -2.332 -3.885
H -5.331 -4.005 -5.180
O -3.999 -10.474 -8.370
C -3.551 -9.599 -7.706
O -3.997 -8.313 -7.730
C -3.299 -7.613 -6.703
C -2.062 -8.446 -6.534
F -1.622 -8.416 -5.253
O -2.517 -9.753 -6.826
H -3.913 -7.586 -5.800
H -3.076 -6.591 -7.007
H -1.245 -8.182 -7.210
B -2.326 2.597 -2.422
C -3.133 1.195 -2.388
C -2.159 -0.012 -2.115
O -1.565 -0.609 -2.982
C -2.029 -0.393 -0.592
C -3.106 -1.190 -0.035
C -3.054 -1.527 1.392
C -1.911 -1.055 2.141
C -0.806 -0.227 1.574
C -0.877 0.107 0.155
H -1.145 2.555 -2.484
H -2.935 3.616 -2.333
H -3.789 1.028 -3.282
H -3.833 1.272 -1.500
H -3.940 -1.509 -0.703
H -3.901 -2.114 1.805
H -1.857 -1.320 3.221
H 0.055 0.166 2.156
H -0.104 0.719 -0.369
*
```

Summary:
- SMILES string = O=C1OC[C@@H](F)O1.O=C1OC[C@@H](F)O1.O=C1OC[C@@H](F)O1.O=C1OC[C@@H](F)O1.O=C1OC[C@@H](F)O1.O=C1OC[C@@H](F)O1.O=C1OC[C@@H](F)O1.O=C1OC[C@@H](F)O1.O=C1OC[C@@H](F)O1.BCC(=O)c1ccccc1
- largest force on an atom (eV Å⁻¹) = 3.1
- highest occupied orbital energy (eV) = -9.22
- frontier orbital gap (Eh) = 0.3402

---

No. 8
The following is a DFT calculation (ωB97M-V/def2-TZVPD) of a single C21H23N5O4S2 molecule.

Geometry as ORCA input:
```
! wB97M-V def2-TZVPD RIJCOSX def2/J DEFGRID3
* xyz 0 1
C -2.416 -3.452 0.767
O -1.733 -2.934 -0.350
C -0.429 -2.587 -0.206
C 0.299 -2.696 0.976
C 1.624 -2.300 1.016
C 2.241 -1.799 -0.122
N 3.582 -1.392 -0.056
C 4.613 -2.012 0.584
N 5.705 -1.316 0.481
N 5.429 -0.213 -0.219
C 4.169 -0.251 -0.544
S 3.323 1.009 -1.409
C 3.404 2.279 -0.089
C 2.373 1.920 0.963
O 2.702 1.313 1.966
N 1.095 2.301 0.737
C 0.524 2.719 -0.524
C -0.254 1.544 -1.134
N -1.242 1.028 -0.214
S -2.729 1.817 -0.190
O -2.882 2.605 1.003
O -2.898 2.462 -1.458
C -3.819 0.402 -0.100
C -4.606 0.194 1.015
C -5.450 -0.905 1.049
C -5.493 -1.774 -0.030
C -4.694 -1.555 -1.143
C -3.848 -0.460 -1.178
C -0.721 0.722 1.100
C 0.071 1.897 1.682
C 1.524 -1.700 -1.312
C 0.201 -2.087 -1.348
H -3.420 -3.683 0.416
H -1.943 -4.366 1.139
H -2.480 -2.715 1.574
H -0.154 -3.075 1.878
H 2.177 -2.360 1.941
H 4.526 -2.957 1.079
H 3.245 3.248 -0.555
H 4.403 2.223 0.342
H 1.288 3.051 -1.224
H -0.170 3.544 -0.331
H -0.789 1.871 -2.025
H 0.435 0.733 -1.389
H -4.556 0.901 1.829
H -6.076 -1.079 1.911
H -6.159 -2.624 -0.005
H -4.731 -2.236 -1.979
H -3.219 -0.255 -2.028
H -1.568 0.482 1.742
H -0.069 -0.153 1.015
H 0.560 1.607 2.613
H -0.606 2.738 1.855
H 2.008 -1.327 -2.202
H -0.370 -2.014 -2.259
*
```

Summary:
- SMILES string = COc1ccc(-n2cnnc2SCC(=O)N2CCN(S(=O)(=O)c3ccccc3)CC2)cc1
- largest force on an atom (eV Å⁻¹) = 1.2
- highest occupied orbital energy (eV) = -8.87
- frontier orbital gap (Eh) = 0.3415
- relative energy (zero: lowest compared OMol25 entry of this formula, charge and spin) (kJ/mol) = 49.2

---

No. 9
The following is a DFT calculation (ωB97M-V/def2-TZVPD) of a molecular structure, C8H23AgIN5O5.

Geometry as ORCA input:
```
! wB97M-V def2-TZVPD RIJCOSX def2/J DEFGRID3
* xyz -1 2
Ag -1.543 -19.721 -18.707
I -2.291 -21.485 -20.997
O 1.017 -19.742 -18.920
C 1.355 -19.657 -17.556
C 0.945 -20.768 -16.521
O -0.478 -21.071 -16.411
H 0.861 -18.723 -17.289
H 2.421 -19.430 -17.579
H 1.232 -20.486 -15.508
H 1.451 -21.693 -16.797
C -2.240 -15.874 -14.465
C -1.108 -16.548 -15.278
C -0.098 -17.310 -14.406
O -0.649 -18.547 -13.736
C 0.219 -19.279 -12.883
N -1.690 -17.331 -16.343
H -2.701 -16.473 -13.679
H -3.090 -15.613 -15.096
H -1.960 -14.925 -14.008
H -0.574 -15.699 -15.705
H 0.383 -16.626 -13.707
H 0.642 -17.708 -15.101
H 0.785 -20.079 -13.359
H -0.317 -19.769 -12.070
H 0.913 -18.531 -12.500
H -0.933 -17.555 -16.973
H -2.299 -16.733 -16.883
C -0.718 -16.748 -19.770
O -1.521 -17.635 -19.846
N -1.047 -15.536 -20.161
N 0.484 -16.935 -19.328
H -1.860 -15.589 -20.758
H -0.460 -14.720 -20.255
H 0.761 -17.831 -18.954
H 1.143 -16.182 -19.470
C -4.877 -19.688 -17.757
O -3.696 -19.683 -17.423
N -5.299 -19.591 -18.962
N -5.787 -20.073 -16.960
H -6.265 -19.720 -19.227
H -4.552 -19.664 -19.638
H -6.656 -20.251 -17.443
H -5.525 -20.345 -16.023
*
```

Summary:
- largest force on an atom (eV Å⁻¹) = 6.0
- highest occupied orbital energy (alpha / beta) (eV) = -3.61 / -3.59
- frontier orbital gap (alpha / beta) (Eh) = 0.2340 / 0.2147
- ⟨S²⟩ = 0.754

---

No. 10
The following is a DFT calculation (ωB97M-V/def2-TZVPD) of a single C7H11FN2O molecule.

Geometry as ORCA input:
```
! wB97M-V def2-TZVPD RIJCOSX def2/J DEFGRID3
* xyz 0 1
C -0.201 -0.070 1.758
O -0.583 0.814 0.721
C -0.935 0.389 -0.531
C -0.348 -0.584 -1.281
C 0.737 -1.475 -0.990
C 2.018 -1.352 -0.416
C 2.727 -0.240 0.079
C 2.437 1.008 -0.384
F 3.059 2.077 0.111
N -1.885 1.143 -1.150
N -2.865 1.880 -0.355
H -0.269 -0.977 1.328
H -0.903 0.125 2.577
H 0.753 0.322 2.114
H -0.769 -0.791 -2.285
H 0.439 -2.519 -1.298
H 2.599 -2.310 -0.345
H 3.557 -0.574 0.777
H 1.694 1.274 -1.135
H -2.301 0.760 -1.943
H -2.600 1.676 0.621
H -2.729 2.919 -0.499
*
```

Summary:
- SMILES string = CO\C(=C/C=C\C=C\F)NN
- largest force on an atom (eV Å⁻¹) = 4.5
- highest occupied orbital energy (eV) = -7.09
- frontier orbital gap (Eh) = 0.2891
- relative energy (zero: lowest compared OMol25 entry of this formula, charge and spin) (kJ/mol) = 219.4